# 1
A cluster of 15 separate species, C26H73F6N4O31S7 in total. Source: OMol25; level of theory: ωB97M-V/def2-TZVPD.

Geometry as XYZ:
```
147
C26H73F6N4O31S7, DFT ωB97M-V/def2-TZVPD
S -4.25 0.39 -6.75
S -4.49 -4.97 2.15
H -1.42 0.85 -3.70
H 1.27 4.45 -7.62
H 1.33 6.14 -7.17
H 2.36 1.18 5.14
H -2.86 -0.35 -8.60
C 3.14 1.54 4.47
H -0.73 0.97 2.21
C -1.56 -0.21 5.90
H 3.35 2.80 -5.92
H -0.65 -0.35 -4.75
H -2.83 2.85 -2.85
H -0.07 1.34 -4.62
H 2.72 4.99 -6.83
F 0.18 -3.15 2.78
H -2.39 -4.00 1.59
O -4.34 3.59 -3.99
H 4.07 1.00 2.62
H -2.02 0.33 6.73
H -2.60 -6.39 0.97
O 4.26 -0.35 6.47
H -5.15 4.04 -3.73
H -4.08 1.74 -3.02
O 1.72 -3.92 -2.49
H 3.54 -0.38 3.64
H -3.84 -2.87 1.25
S 0.60 -4.91 5.99
H -1.65 5.86 -3.59
O 0.90 -6.53 -0.21
H 2.33 0.54 2.78
H 3.62 1.41 8.48
O 0.40 -6.11 6.74
S 4.83 0.96 6.47
C 1.64 5.15 -6.86
O -4.24 1.74 -7.26
H 2.99 2.32 7.19
C 3.29 0.62 3.28
H -2.19 2.06 -5.71
C 3.94 2.01 7.62
H -4.38 3.21 -1.96
O -0.34 0.34 5.48
O -5.81 -4.48 2.40
O -0.96 1.47 3.01
N -0.11 0.14 0.67
H -1.03 -3.49 4.81
O 4.20 5.71 -0.82
C 0.04 -1.83 2.63
H 3.93 1.39 -3.89
H -3.13 5.47 -2.65
O -0.80 -2.40 0.25
O -0.26 -6.13 1.54
H 0.22 -1.85 -3.37
O 4.39 1.78 5.13
O -0.57 4.52 -5.60
S 0.84 4.59 -5.35
C 2.78 2.82 -4.98
H -3.33 -5.28 -1.83
H 2.52 0.76 -4.78
H -0.81 3.57 2.70
H 1.63 -5.01 2.47
H -2.27 2.95 3.44
H -2.28 -0.25 5.08
H -3.66 -7.25 -0.11
H -2.01 0.19 0.45
C 5.25 1.09 -1.84
C -3.32 -3.56 1.91
H -3.01 -1.48 -0.66
C 3.38 4.95 -1.69
F 0.17 2.54 -2.35
C -3.91 2.81 -2.86
N 0.76 -6.04 0.89
C -3.32 -6.24 0.16
H 3.23 3.68 -4.47
O 4.77 2.24 -1.20
O 2.04 1.11 -0.23
O -4.50 -5.55 0.58
C -0.20 2.25 -1.11
H 1.78 -0.52 7.15
H 4.55 2.85 7.92
O 1.61 -1.91 0.39
H -4.57 -0.60 -0.49
H 2.13 -4.48 0.84
F 0.95 -1.22 3.35
O -3.13 0.24 -5.60
C -3.50 -0.50 -0.58
H -1.60 4.65 -2.32
H 2.67 -2.80 6.54
H -4.48 -1.08 -8.54
C -2.67 -5.50 -1.00
H 4.43 0.40 -2.03
F 0.19 3.27 -0.33
C -1.93 1.00 -5.80
H 6.09 0.62 -1.32
O 1.39 3.09 -5.21
C 1.61 -2.58 6.63
H 5.67 1.38 -2.81
H 4.07 2.07 -0.56
F -1.51 2.16 -1.01
O 1.29 5.37 -4.21
H 1.63 -2.21 -4.41
N 0.80 -3.83 -3.28
H -2.00 2.67 1.71
O -2.98 0.24 0.52
S 0.71 0.66 -0.56
C 2.88 1.56 -4.13
F -1.20 -1.51 2.93
H 2.98 5.57 -2.50
H 1.23 -2.28 5.65
H -1.79 -6.04 -1.34
H -0.46 0.76 4.61
H -1.49 0.85 -6.79
H -3.30 -3.12 2.91
O 0.66 -0.20 -1.74
O 0.90 -3.74 7.07
S 0.26 -1.56 0.75
C -3.60 -0.82 -7.96
O -0.09 -4.65 -3.40
C 1.38 -1.43 7.61
H -1.64 -4.23 6.30
H -3.19 -1.67 -7.43
H -2.26 -4.57 -0.58
C 1.91 -5.34 1.47
H 1.86 -1.59 8.57
H 2.76 -5.99 1.66
H 2.53 4.51 -1.16
C -0.95 0.69 -4.68
O -3.88 -5.98 2.99
H 2.77 2.52 4.16
C -1.04 -4.40 5.41
H -1.50 -1.26 6.22
O -1.84 7.80 -1.95
O 6.25 1.18 6.59
C -1.52 2.74 2.68
O -1.56 6.27 -0.46
H 0.32 -1.24 7.71
H 2.24 1.59 -3.25
H -1.44 -5.20 4.79
N -1.76 6.64 -1.60
C 0.67 -2.56 -4.05
H -0.01 -2.82 -4.86
H -3.21 -0.05 -1.54
O -5.48 -0.16 -6.22
O 1.58 -4.81 4.94
H 3.63 6.28 -0.29
C -2.05 5.59 -2.61
H 3.95 4.14 -2.15
```

Results
net charge: -1
frontier orbital gap: 9.4 eV
E_HOMO: -8.1 eV


# 2
A structure of composition C21H56IO7Zn. Source: OMol25; level of theory: ωB97M-V/def2-TZVPD.

Geometry as XYZ:
```
86
C21H56IO7Zn, DFT ωB97M-V/def2-TZVPD
H 0.87 1.80 -3.12
H 6.49 0.75 -1.35
H 1.65 -3.35 0.60
H 2.12 1.35 -2.01
C -3.40 1.34 0.89
O 4.14 0.27 -0.06
H -1.38 3.92 0.32
H 2.21 0.70 -3.57
H -2.36 -0.59 3.29
O 1.70 -0.57 0.92
H 4.14 -1.04 -1.67
H 2.05 4.12 1.42
C -3.97 -3.21 -3.47
H -0.11 5.16 0.35
H 5.98 -2.24 -1.14
C -0.86 -0.97 4.83
H 2.58 -0.48 0.55
H -2.89 -2.68 -5.35
H -2.00 2.09 -0.10
H -3.56 0.65 1.71
H 0.78 2.40 2.11
C 0.59 3.04 0.36
H -2.34 1.89 3.86
Zn -0.35 0.06 0.84
C -3.91 2.77 1.28
O -2.03 1.36 0.52
O -3.71 -2.16 -2.61
C -0.40 4.17 0.71
H 6.01 0.15 -2.84
C -4.19 0.92 -0.30
C 0.73 -0.26 -2.30
H 3.76 -0.74 2.53
H -2.90 0.92 5.05
H -4.34 1.62 -1.11
H -5.23 -2.29 -4.86
H -5.17 0.59 0.04
H 2.92 -1.73 3.68
H -1.55 -1.34 5.59
H 5.02 1.42 -1.94
C 1.82 -1.57 1.87
H 1.41 -0.99 -1.86
H 5.40 -1.92 0.54
H -3.60 0.12 -0.75
H -2.97 -4.39 -5.04
H 0.23 -0.60 -4.41
H -0.70 0.71 -1.88
C -1.96 1.13 4.55
C -5.36 -2.98 -4.02
H 2.38 -0.04 3.40
H 6.67 -0.97 0.04
H -4.99 2.88 1.43
C 2.05 3.55 0.49
H -5.66 -3.89 -4.53
H -0.36 -1.78 4.28
H 2.31 4.15 -0.37
H -0.05 -0.45 5.34
C 2.37 -2.89 1.29
I -1.64 -2.39 0.67
H 0.34 2.53 -0.57
C 5.58 0.48 -1.89
H 3.14 -2.57 0.58
H 0.94 -1.86 2.45
H -0.59 4.38 1.76
C -1.52 -0.08 3.78
C 0.02 -1.04 -3.44
C 5.80 -1.48 -0.38
H -1.94 -3.38 -4.13
H -3.97 -4.08 -2.81
H -3.63 3.48 0.50
C 1.48 0.95 -2.80
C 2.76 -0.95 2.93
O 0.59 1.94 1.30
H -3.32 -2.37 -1.75
H 2.81 2.79 0.66
H 4.70 0.79 0.52
H 0.00 0.93 3.36
C 4.80 -0.49 -1.01
O -0.14 0.20 -1.29
H -6.08 -2.60 -3.29
H 2.79 -3.65 1.94
H -1.06 -0.94 -3.44
H 0.31 -2.09 -3.49
O -0.55 0.30 2.89
H -1.31 1.62 5.27
H -3.43 3.08 2.21
C -2.94 -3.42 -4.55
```

Results
net charge: +1
frontier orbital gap: 8.4 eV
E_HOMO: -10.8 eV


# 3
A structure of composition C18H12F2N3OsSSe3Te. Source: OMol25; level of theory: ωB97M-V/def2-TZVPD.

Geometry as XYZ:
```
41
C18H12F2N3OsSSe3Te, DFT ωB97M-V/def2-TZVPD
H 3.40 -1.75 -0.31
H -2.33 -0.55 -3.36
C 4.05 0.90 -2.28
H -5.20 -2.33 -0.73
C -0.48 3.89 -0.09
H -0.40 -1.63 3.52
N 2.30 0.00 -0.36
H 2.88 2.69 -2.26
H 4.73 1.26 -3.04
C -1.24 3.14 0.79
Os 0.78 -0.70 0.92
C -3.86 -1.45 -2.16
C 4.21 -0.37 -1.74
C 0.16 1.23 0.54
H -1.88 -2.36 4.06
H -1.59 1.32 1.82
C -1.85 -1.82 2.10
C -2.59 -0.91 -2.38
H -4.57 -1.50 -2.97
C -3.28 -1.83 0.11
C 0.62 3.27 -0.63
C 2.13 1.25 -0.88
S -3.47 -2.33 1.77
Se 2.90 -3.53 2.89
N -1.33 -1.98 3.31
C 3.32 -0.78 -0.78
Te 3.11 -1.46 4.19
F -2.32 3.71 1.34
C -4.22 -1.92 -0.91
H 5.01 -1.03 -2.05
F 1.37 4.00 -1.48
C 0.97 1.96 -0.35
C -2.02 -1.30 -0.10
C -1.66 -0.83 -1.35
H -0.68 -0.40 -1.53
Se 1.47 0.08 3.26
H -0.73 4.91 -0.33
N -1.20 -1.29 1.06
C 3.02 1.71 -1.85
C -0.95 1.83 1.12
Se 1.46 -3.11 1.11
```

Results
spin multiplicity: 5
net charge: +1
frontier orbital gap (spin up / spin down): 7.3 / 5.5 eV
<S²>: 6.03
E_HOMO (spin up / spin down): -10.7 / -11.1 eV


# 4
A cluster of 2 separate species, C3H5NO in total. Source: OMol25; level of theory: ωB97M-V/def2-TZVPD.

Geometry as XYZ:
```
10
C3H5NO, DFT ωB97M-V/def2-TZVPD
C 0.83 1.18 2.46
H 1.34 1.96 2.82
O 0.66 0.48 -1.38
H -0.34 -0.51 1.38
C -1.03 -1.08 -1.66
H -1.74 -1.77 -1.14
N -0.21 -0.46 -0.93
H -0.97 -0.91 -2.75
H 1.26 0.86 -0.79
C 0.21 0.25 1.99
```

Results
energy relative to the best compared isomer or geometry (same formula, charge and spin): 4.913 eV
structure (SMILES): C=NO.C#C
net charge: 0
frontier orbital gap: 10.9 eV
E_HOMO: -9.9 eV


# 5
A structure of composition C21H29F16GaN3O4S. Source: OMol25; level of theory: ωB97M-V/def2-TZVPD.

Geometry as XYZ:
```
75
C21H29F16GaN3O4S, DFT ωB97M-V/def2-TZVPD
F 2.13 -0.13 2.70
H -2.76 -8.63 -0.08
C 3.65 4.32 4.56
C 3.20 1.91 2.25
F 4.36 1.38 2.70
F 2.33 4.14 4.72
F -3.18 -9.39 1.73
F -2.37 -5.65 3.13
F 4.31 2.22 5.46
C -1.64 5.92 -3.70
H 3.70 3.74 1.39
C 1.00 3.84 -0.98
O -1.53 4.61 -4.02
C -0.99 -4.81 1.40
C -3.16 -1.61 -0.06
F -0.21 -3.73 1.16
H 2.24 3.87 2.35
C -0.44 4.60 -4.81
O 4.09 4.01 3.31
C 4.45 3.55 5.63
H 1.07 1.55 2.48
H -3.34 -0.62 0.34
H -1.91 1.86 -2.05
H -0.79 -4.48 3.53
F 3.97 3.88 6.85
Ga -0.75 0.77 -2.27
S 0.25 3.16 -5.47
F 3.07 1.63 0.93
H 5.50 3.82 5.56
H -0.60 -1.86 -2.12
H -0.78 -1.12 -0.56
C 1.55 2.67 -1.72
C 0.99 1.33 -1.31
C -0.07 -6.04 1.22
H -2.42 6.27 -3.07
N -0.72 6.66 -4.24
F -1.95 -4.84 0.46
H 2.12 5.33 -0.26
H 0.47 -6.27 2.13
C -0.97 1.88 -5.06
H 1.72 0.55 -1.52
F -2.36 -3.50 2.79
N 0.08 5.78 -4.98
F 2.01 1.42 4.25
H -4.13 -2.12 -0.06
H -4.60 -1.31 -2.37
H 2.62 2.75 -1.53
C -1.18 -1.11 -1.58
F 3.91 5.63 4.78
H 0.77 0.81 -4.39
C -2.67 -8.38 0.98
N 1.75 5.07 -1.17
H 1.08 5.78 -1.42
H -3.29 -0.77 -3.39
F -0.58 -9.35 0.99
C -1.20 -8.19 1.35
H 0.79 1.30 -0.24
C -1.59 -4.60 2.79
H -2.70 -2.60 -1.85
O 0.04 3.81 -0.26
H -3.80 0.20 -1.99
C -3.63 -0.80 -2.36
H -1.36 1.55 -6.02
O -0.63 -7.19 0.62
H -0.59 -0.22 -4.73
F -3.37 -7.26 1.24
C -2.66 -1.57 -1.49
F -1.04 -8.05 2.67
H -1.79 2.33 -4.52
C 2.01 1.20 2.91
C 3.25 3.44 2.33
H 1.45 2.86 -2.79
H -2.52 -2.20 0.58
H 0.67 -5.71 0.49
C -0.31 0.74 -4.29
```

Results
net charge: -1
frontier orbital gap: 7.0 eV
E_HOMO: -4.8 eV


# 6
A cluster of 3 separate species, C4H12BN in total. Source: OMol25; level of theory: ωB97M-V/def2-TZVPD.

Geometry as XYZ:
```
18
C4H12BN, DFT ωB97M-V/def2-TZVPD
B 1.02 1.59 -0.79
H -2.35 -1.36 0.31
H 0.83 -2.09 3.29
H 1.62 -3.23 2.13
H -2.04 -0.58 -1.08
H -0.81 -1.50 -0.40
H 2.95 -0.68 3.63
C 1.27 -2.29 2.28
H -1.82 1.21 0.81
H 2.02 1.96 -1.36
C -1.59 -0.75 -0.19
H 1.27 -0.40 1.48
N 0.07 0.99 -0.34
H -0.57 0.33 1.45
C -1.01 0.52 0.44
H 2.39 -0.42 4.07
C 1.47 -1.40 1.34
H 2.12 -1.59 0.42
```

Results
energy relative to the best compared isomer or geometry (same formula, charge and spin): 3.903 eV
structure (SMILES): [H]/B=N/CC.[H][H].C=C
net charge: 0
frontier orbital gap: 10.9 eV
E_HOMO: -10.0 eV


# 7
A structure of composition C44H45Cl5N6O5STi. Source: OMol25; level of theory: ωB97M-V/def2-TZVPD.

Geometry as XYZ:
```
107
C44H45Cl5N6O5STi, DFT ωB97M-V/def2-TZVPD
S 1.24 2.19 0.20
C -2.20 1.80 -3.74
C -2.22 -0.31 -4.89
H -0.33 -2.61 -3.42
C -5.55 -0.69 -2.57
C 3.50 -0.12 -1.45
H -0.24 1.57 5.50
C 1.76 2.23 5.08
H 1.51 -1.14 -4.92
H -2.41 2.86 -3.70
C 4.86 -0.02 -1.67
H 4.71 4.90 2.94
O -3.43 2.66 0.53
H 5.25 2.56 2.55
C -5.14 1.42 -1.50
N 3.46 2.01 1.64
C -3.28 1.47 0.26
C -4.46 -4.32 3.54
C 3.61 5.07 -0.23
H 2.88 4.27 -0.37
H 0.53 0.93 2.65
C -1.64 1.17 -2.63
C 1.99 1.14 4.03
C 4.47 -0.07 -4.03
H 3.84 2.76 3.55
H 2.24 1.89 6.01
C -3.23 -2.43 1.82
H -0.61 2.80 3.38
Cl -0.66 -0.77 2.60
H 3.12 -0.03 -0.44
H 1.50 0.61 -5.05
C 0.49 -2.80 0.26
C 4.20 2.89 2.55
C -4.62 -1.24 -1.71
H 3.27 -2.44 0.97
H 0.23 3.05 6.32
H -6.74 2.17 -3.15
C -4.13 -2.68 -1.78
H 2.71 -0.32 -5.93
C -2.50 1.05 -4.87
H 3.04 0.86 3.93
H 3.50 -4.16 1.25
C -4.92 -3.02 3.50
H -1.68 -4.76 0.45
C 2.06 1.86 1.64
O -2.36 0.67 0.67
H -5.28 2.49 -1.39
C 2.61 -0.23 -2.52
Ti -2.29 -1.27 0.23
C -3.36 -4.67 2.75
C -0.84 -2.85 0.50
H -1.40 3.68 4.67
Cl -2.95 -6.38 2.64
H 5.53 0.06 -0.82
C -0.32 -4.74 2.09
C 1.46 -3.64 0.87
H 0.68 0.19 -3.06
H 6.43 0.08 -3.14
C -4.23 0.78 -0.70
C 2.16 -0.26 -5.00
N 1.22 -0.30 -2.37
H 3.07 5.96 0.11
C -5.81 0.66 -2.46
H -1.40 1.73 -1.73
H -0.62 -5.41 2.88
C 4.14 4.36 2.18
C -1.33 -2.42 -3.82
O -4.67 -3.46 -2.55
Cl -6.25 -2.55 4.52
C -0.43 3.35 4.30
N 1.05 -1.75 -0.55
N 1.43 1.45 2.73
C -4.33 -2.12 2.60
C 5.37 0.00 -2.96
H -6.02 -1.31 -3.33
O -3.13 -2.86 -1.00
H 3.71 2.20 0.68
C -2.68 -3.72 1.99
C 0.99 -4.55 1.84
C 2.93 -3.44 0.66
H 2.05 -1.77 -0.64
H 3.24 -3.57 -0.39
H -2.44 -0.89 -5.78
C -1.39 -0.19 -2.64
C -1.66 -0.95 -3.79
H 5.42 5.49 0.86
H -1.37 -2.79 -4.85
H -2.02 -3.00 -3.21
N -0.88 -0.83 -1.48
H 0.15 4.24 4.04
H 1.73 -5.09 2.44
C 3.11 -0.18 -3.83
C 4.69 4.68 0.78
H 4.85 -0.04 -5.04
C -1.37 -4.06 1.24
H 5.24 3.81 0.40
N -4.00 -0.52 -0.79
Cl -5.08 -0.53 2.48
H 2.25 3.17 4.79
H 1.46 0.25 4.37
H -2.94 1.53 -5.74
O -6.71 1.22 -3.32
C 0.42 -0.96 -1.43
H 3.10 4.70 2.26
C 0.29 2.52 5.36
Cl -5.24 -5.51 4.55
H 4.05 5.31 -1.21
```

Results
energy relative to the best compared isomer or geometry (same formula, charge and spin): 0.306 eV
spin multiplicity: 3
net charge: -2
frontier orbital gap (spin up / spin down): 4.8 / 6.4 eV
<S²>: 2.04
E_HOMO (spin up / spin down): -1.0 / -2.6 eV


# 8
An isolated molecule of C3H2F4. Source: OMol25; level of theory: ωB97M-V/def2-TZVPD.

Geometry as XYZ:
```
9
C3H2F4, DFT ωB97M-V/def2-TZVPD
H 0.12 -0.31 -2.57
C 0.52 0.11 0.33
F 0.15 1.19 0.99
F -1.83 -0.35 0.27
F 1.06 -0.76 1.19
C -0.70 -0.48 -1.92
F 1.37 0.54 -0.47
C -0.68 -0.34 -0.55
H -1.67 -1.00 -2.35
```

Results
energy relative to the best compared isomer or geometry (same formula, charge and spin): 1.079 eV
structure (SMILES): C=C(F)C(F)(F)F
net charge: 0
frontier orbital gap: 11.4 eV
E_HOMO: -10.7 eV